Record 1
This record from OMol25 describes a molecular structure, CBrINP in a non-equilibrium geometry. The level of theory is the ωB97M-V functional and the def2-TZVPD basis.

Geometry as ORCA input:
```
! wB97M-V def2-TZVPD RIJCOSX def2/J DEFGRID3
* xyz 0 1
C 0.89030 -0.80810 0.77971
N 1.15648 -0.77313 1.86725
P -0.48714 -0.32828 -1.20268
Br 0.64584 1.47017 -1.81503
I -2.20547 0.43934 0.37075
*
```

Output
E	-89957.374	eV
relative energy (zero: lowest compared OMol25 entry of this formula, charge and spin)	157.02	kJ/mol
molar mass	263.8	g mol⁻¹
LUMO energy	-0.0742	Eh

natural (NBO) atomic charges, in units of e:
1 C 0.02
2 N -0.45
3 P 0.54
4 Br -0.13
5 I 0.01

=====

Record 2
This record from OMol25 describes 2 unconnected molecules or ions with the total composition CBrNO3 in a non-equilibrium geometry. The level of theory is the ωB97M-V functional and the def2-TZVPD basis.

Geometry as ORCA input:
```
! wB97M-V def2-TZVPD RIJCOSX def2/J DEFGRID3
* xyz 0 1
C -2.11509 -0.33571 -0.22956
N 2.38084 0.86554 0.30641
O 1.31184 1.10035 0.63313
O -1.73579 -0.64270 -1.24919
O -2.53826 0.01433 0.74670
Br 2.69646 -1.00181 -0.20748
*
```

Output
SMILES	O=C=O.O=NBr
E	-78710.183	eV
relative energy (zero: lowest compared OMol25 entry of this formula, charge and spin)	10.64	kJ/mol
molar mass	153.9	g mol⁻¹
LUMO energy	-0.0392	Eh

natural (NBO) atomic charges, in units of e:
1 C 1.01
2 N 0.21
3 O -0.17
4 O -0.51
5 O -0.50
6 Br -0.04